1.
The following is a DFT calculation (ωB97M-V/def2-TZVPD) of a molecular structure, C34H42CuN4O3P2S in a non-equilibrium geometry.

Last column: Löwdin spin population.
Cartesian coordinates (Å):
C (5.8524, 0.5229, -1.2580)  0.000
H (-4.7856, 4.2389, 0.5189)  0.000
H (2.0918, 1.9239, 3.3091)  0.000
C (7.1509, 0.9091, -0.9479)  0.000
C (2.2791, -0.9001, 3.5312)  0.000
H (2.8479, -1.8236, 3.3537)  0.000
C (4.8835, 0.4735, -0.2513)  0.000
H (5.5991, 0.2551, -2.2809)  0.000
P (-2.0501, 1.0228, -2.0456)  0.082
C (-2.1807, -2.3597, 1.9728)  0.000
C (-4.4199, -2.2172, 1.6033)  0.000
N (-1.7869, -4.1734, -1.1795)  -0.001
C (5.2311, 0.8079, 1.0660)  0.000
C (0.7822, 1.4436, 4.9638)  0.000
N (-2.3946, -2.5001, 0.5994)  0.000
H (-3.5707, -2.0757, 3.6733)  0.000
C (-0.4886, 1.2947, 2.8004)  0.000
C (-1.8697, 3.5152, -0.8971)  0.001
C (-2.3289, -1.6230, -1.9189)  -0.001
C (6.5414, 1.2079, 1.3666)  0.000
C (-3.4057, -2.1853, 2.6088)  0.000
C (0.4164, 0.2737, 2.1622)  0.000
H (-4.2199, -2.5038, -0.5907)  0.000
C (-4.9486, 1.2406, -4.7816)  0.000
C (0.8513, -0.9140, 3.0528)  0.000
C (-3.1464, -5.9979, -1.3712)  0.000
H (0.7892, 2.1800, 5.7798)  0.000
H (1.9901, 0.8771, -2.8533)  0.048
H (-1.6732, 1.9278, -4.7249)  0.000
H (-1.0577, 2.5382, 4.4067)  0.000
C (2.1820, 1.4707, 4.3029)  0.000
H (-0.8611, 3.5575, -1.2813)  0.000
C (7.5274, 1.2259, 0.3632)  0.000
H (-3.8651, -6.7671, -1.1254)  0.000
C (2.8315, 0.1318, 4.1863)  0.000
H (0.5774, 0.4677, 5.4331)  0.000
H (-5.9546, 1.1526, -5.1704)  0.000
H (-3.7682, 2.1069, -6.4984)  0.000
H (1.3020, 0.7413, 1.6954)  0.000
C (-3.7974, 1.7291, -5.4848)  0.000
C (-3.7832, -2.4486, 0.3978)  0.000
N (-2.5907, 2.3216, -1.0513)  0.017
C (-3.9277, 3.7938, 0.0332)  0.000
O (3.3992, 0.1086, -2.1745)  0.013
H (6.7962, 1.4977, 2.3894)  0.000
H (0.5482, 1.4676, -3.8433)  0.026
Cu (-0.2563, -0.0443, -2.0315)  0.276
H (-3.1369, -2.2540, -2.3031)  0.000
C (-2.6379, -5.0427, -0.4876)  0.000
H (3.8183, 0.0511, 4.6606)  0.000
C (-3.8592, 2.5056, -0.4744)  0.004
H (9.1711, 1.8132, 1.6730)  0.000
C (0.9460, 1.2396, -2.8334)  0.463
C (8.9733, 1.5654, 0.6252)  0.000
H (2.8389, 2.1283, 4.8918)  0.000
H (9.6302, 0.7277, 0.3506)  0.000
H (-2.7229, -6.2928, -3.5639)  0.000
H (-2.8337, -4.9234, 0.5685)  0.000
O (2.9322, -1.2890, -0.1741)  0.005
C (-2.5546, -5.7415, -2.6492)  0.000
C (-2.8905, -0.3562, -1.2634)  0.009
H (-1.1169, -4.1108, -3.2222)  0.000
H (-3.9789, -0.3208, -1.3481)  0.003
S (3.1934, 0.0423, -0.7147)  0.004
H (-4.5879, 1.7043, -0.4757)  0.000
P (-1.1884, -2.4780, -0.7621)  0.002
C (-2.6761, 4.4354, -0.2379)  0.000
H (7.8915, 0.9663, -1.7484)  0.000
H (-1.3031, 1.6362, 2.1412)  0.000
H (-2.6340, -0.2450, -0.1995)  0.000
H (0.9078, 2.1552, -2.2185)  0.019
H (-5.4975, -2.1088, 1.7237)  0.000
H (-0.1497, -0.1512, 1.3154)  0.000
H (-2.4099, 5.4566, -0.0173)  0.000
H (0.7595, -1.8176, 2.4336)  0.000
H (9.2942, 2.4140, 0.0068)  0.000
C (-4.5397, 0.9255, -3.4930)  0.003
H (4.4762, 0.7413, 1.8466)  0.000
C (-1.7331, -4.6287, -2.5026)  0.000
N (-3.1708, 1.2009, -3.3864)  0.014
H (0.1457, -1.0484, 3.8917)  0.000
H (-1.1862, -2.4440, 2.3970)  0.000
O (2.3420, 1.1064, -0.1747)  0.011
H (-1.6946, -1.4723, -2.8283)  0.000
H (-5.1053, 0.5291, -2.6626)  0.000
C (-2.7196, 1.6799, -4.6186)  0.001
C (-0.3320, 1.8095, 4.0254)  0.000

The energy relative to the best compared isomer or geometry (same formula, charge and spin) is 7.7 kcal per mole. The largest force on an atom is 0.1084 Eh/bohr. As for the spin multiplicity: 2. The calculation puts the HOMO energy (alpha / beta) at -0.298 / -0.298 Eh. The net charge is 0. As for the LUMO energy (alpha / beta): -1.4 / -2.5 eV.

***

2.
The following is a DFT calculation (ωB97M-V/def2-TZVPD) of C5H4N2 in the gas phase in a non-equilibrium geometry.

Last column: natural (NBO) charge in e.
Cartesian coordinates (Å):
C (-1.6451, -0.1265, -0.2723)  -0.131
H (-2.4788, 0.4214, 0.1582)  0.243
H (1.1499, 1.2182, -1.5505)  0.244
C (-0.4714, 0.4060, -0.5106)  0.135
H (0.4746, 0.3495, 1.8478)  0.328
C (0.7793, 0.7647, -0.6331)  -0.321
C (-1.9576, -2.6220, -0.7600)  0.329
N (1.4802, 0.2376, 1.6796)  -0.559
N (-1.8699, -1.4649, -0.5588)  -0.548
C (1.7486, 0.4527, 0.4587)  0.100
H (2.7903, 0.3633, 0.1410)  0.180

The energy relative to the best compared isomer or geometry (same formula, charge and spin) is 74.1 kcal per mole. The largest force on an atom is 0.0223 Eh/bohr. The calculation puts the HOMO energy at -0.378 Eh. The net charge is 0. As for the LUMO energy: 0.0 eV.

***

3.
The following is a DFT calculation (ωB97M-V/def2-TZVPD) of a molecular structure, C29H31BF10N11S3Sc.

Last column: Mulliken charge in e.
Cartesian coordinates (Å):
H (6.2223, 0.2464, 0.8993)  0.176
H (0.4236, 1.9227, -1.3745)  -0.496
H (0.6212, -3.7772, -4.4871)  0.522
H (-2.4440, -4.0248, -0.5531)  0.314
N (4.0172, -0.8607, 0.4346)  -0.295
C (0.5231, -0.4314, 2.9868)  -1.329
C (-4.9881, 0.2610, -0.0648)  0.506
F (-3.3593, 0.9894, -3.7487)  -0.277
N (2.9206, 0.5073, -4.4052)  0.312
C (2.6137, 1.8647, -4.8054)  -0.984
N (-0.8976, 4.3020, 1.2070)  0.170
H (-3.6497, 0.0531, 2.5861)  0.560
C (2.0916, -0.3215, -3.7089)  -0.427
H (2.8911, -3.6921, -3.2601)  -0.195
C (2.1803, 4.1587, -0.7416)  -0.406
H (-1.3596, 4.9992, 1.7692)  0.337
F (3.4647, 2.4260, 2.8216)  -0.400
C (1.1046, 3.4697, 0.0659)  2.461
H (4.9476, 0.3727, -5.1161)  0.487
C (4.4440, 0.2747, -0.1588)  0.300
C (-5.7973, 0.6494, -1.1229)  0.194
H (-2.2318, 1.4808, 3.1917)  0.227
H (-2.2475, -2.2770, -0.2733)  -0.221
C (0.0113, 2.7651, -0.7907)  0.861
C (-2.3351, -3.0506, -1.0303)  -0.696
C (-1.6035, 3.2641, 0.8368)  -1.186
C (3.7484, 3.8251, 1.0331)  0.698
N (5.6885, 0.6847, 0.1690)  -0.388
C (3.3796, 4.4043, -0.2362)  0.564
H (2.9185, -2.6761, -1.5450)  -0.131
F (-5.5948, 0.0475, 1.1205)  -0.351
N (1.0934, 1.4004, 1.4361)  2.307
C (-3.6049, 0.1100, -0.2025)  -0.529
H (-2.0100, -3.9084, -3.6485)  0.480
F (4.3266, 5.0860, -0.8867)  -0.363
N (0.9083, -2.9441, -2.5409)  -0.009
F (1.8799, 4.6223, -1.9448)  -0.380
C (4.1393, -0.1081, -4.5945)  -0.396
F (-6.0601, 1.2890, -3.3801)  -0.321
H (-3.2103, -2.8475, -1.6456)  0.376
S (0.5318, -1.9635, 0.0044)  -0.633
H (4.6795, -1.4940, 0.8523)  0.219
Sc (-0.6529, 0.3539, 0.2977)  -1.023
C (-1.2164, 1.1809, 3.4391)  -1.112
H (-3.7278, -1.5886, 1.9883)  0.546
H (0.7163, -1.3607, 2.4520)  0.445
H (2.6418, 1.9572, -5.8913)  0.325
F (-1.7948, 0.1960, -1.6733)  0.580
F (-0.4324, 3.6970, -1.7278)  -0.508
H (6.0028, 1.5625, -0.2027)  0.239
H (3.1699, -1.2705, 0.0583)  -0.144
B (2.4475, -2.7432, -2.6520)  0.298
H (-1.3771, -1.9678, 2.3408)  0.375
S (3.4736, 1.1291, -1.2151)  0.014
F (4.9339, 4.1712, 1.5212)  -0.396
C (-1.1216, -3.5583, -3.1541)  -0.476
C (0.4422, 4.5227, 0.9128)  -1.638
H (1.6573, 1.3249, 3.4640)  0.628
N (-2.6592, -0.2505, 0.7250)  1.211
N (2.7845, -1.4573, -3.4791)  0.511
H (1.6151, 2.1018, -4.4482)  0.305
C (-3.1383, 0.3706, -1.4938)  0.085
N (-0.8319, 0.0115, 2.6409)  0.951
F (-7.1083, 0.7856, -0.9205)  -0.310
H (-1.1662, 0.9412, 4.5081)  0.279
C (-3.0812, -0.7048, 2.0377)  -1.270
H (-0.5579, 2.0205, 3.2247)  0.294
C (-3.9054, 0.7618, -2.5620)  -0.218
C (1.5424, 0.6459, 2.6227)  -1.118
C (2.9830, 2.9428, 1.6744)  -0.139
H (-2.0210, -1.2782, 3.8461)  0.349
C (1.7247, 2.4695, 1.0860)  -1.741
H (0.7150, 5.5587, 0.7868)  0.312
N (-1.0886, 2.3378, -0.0042)  0.479
C (0.0917, -2.6611, -1.5260)  -0.128
C (-1.8170, -1.0748, 2.7876)  -1.066
H (4.7659, -2.1219, -3.9618)  0.480
C (-5.2723, 0.9058, -2.3735)  0.448
H (3.3333, 2.5507, -4.3578)  0.344
S (0.4906, 0.0768, -3.2756)  -0.339
C (0.1644, -3.4981, -3.5549)  -0.612
H (0.6088, -0.6443, 4.0604)  0.446
H (-2.5940, 3.1306, 1.2483)  0.593
H (2.5097, 0.1765, 2.4412)  0.387
N (-1.1582, -3.0322, -1.8788)  0.478
C (4.0460, -1.3251, -4.0248)  -0.817

The energy relative to the best compared isomer or geometry (same formula, charge and spin) is 69.3 kcal per mole. The largest force on an atom is 0.0124 Eh/bohr. The calculation puts the HOMO energy at -0.239 Eh. The net charge is 0. As for the LUMO energy: -0.3 eV.

***

What is the net charge in the first record?
0

***

energy relative to the best compared isomer or geometry (same formula, charge and spin) of number 3 (C29H31BF10N11S3Sc)?
69.3 kcal per mole

***

The highest energy relative to the best compared isomer or geometry (same formula, charge and spin) belongs to which entry?
C5H4N2